No. 1
This record from the OMol25 dataset describes the ion C2H8IN2 with charge +1 in a non-equilibrium geometry. The level of theory is the ωB97M-V functional and the def2-TZVPD basis.

Results
Energy relative to the best compared isomer or geometry (same formula, charge and spin) in eV: 1.5060
Max |F| in eV/Å: 4.299
Energy in Ha: -487.907565
SMILES string: C[C@@H]([NH3+])NI

Structure (ORCA input):
```
! RIJCOSX wB97M-V def2-TZVPD def2/J DEFGRID3
* xyz 1 1
I 0.73 1.19 -3.19
N 0.38 1.33 0.44
N 0.90 -0.02 -1.59
C -0.16 0.21 -0.45
C -0.45 -1.05 0.37
H 0.46 -1.56 0.75
H -1.15 0.55 -0.85
H -0.48 1.70 1.07
H 1.03 -0.98 -1.84
H -1.03 -1.68 -0.43
H 0.69 2.03 -0.21
H 1.12 0.92 0.95
H -1.15 -0.84 1.18
*
```

=====

No. 2
This record from the OMol25 dataset describes a cluster of 2 separate species, C32H31OSi in total in a non-equilibrium geometry. The level of theory is the ωB97M-V functional and the def2-TZVPD basis.

Results
Energy relative to the best compared isomer or geometry (same formula, charge and spin) in eV: 0.0000
Max |F| in eV/Å: 2.255
Energy in Ha: -1602.519202

Structure (ORCA input):
```
! RIJCOSX wB97M-V def2-TZVPD def2/J DEFGRID3
* xyz 1 1
Si -1.23 3.03 -2.42
O -1.77 1.94 -1.24
C -1.16 0.09 0.15
C -0.47 0.38 2.44
C 0.28 -3.43 1.75
C 1.09 -1.84 -1.50
C 1.61 -1.64 1.03
C 1.27 -2.45 2.17
C -1.45 -0.37 1.53
C -0.22 4.35 -1.60
C -0.19 -4.55 2.42
C -1.35 1.45 -0.04
C -0.66 1.85 2.31
C 2.58 -0.65 1.17
C 2.76 -1.20 3.55
C -0.31 2.72 3.35
C -1.68 3.68 1.11
C 0.12 -2.02 -2.52
C -0.99 -5.45 1.71
C -2.68 3.87 -3.21
C -1.47 4.51 2.21
C 2.81 -1.69 -3.22
C -0.77 -4.14 -0.34
C 3.14 -0.43 2.44
C 2.43 -1.63 -1.88
C -0.75 4.04 3.32
C -1.27 -5.25 0.35
C 1.87 -2.27 3.41
C -1.24 2.34 1.12
C 0.77 -2.05 -0.09
C -0.31 1.97 -3.65
C 1.86 -1.93 -4.22
C -0.02 -3.19 0.36
C 0.51 -2.06 -3.87
H -1.84 5.53 2.20
H -0.91 -4.03 -1.41
H 0.31 2.62 -4.28
H 0.42 4.81 -2.36
H -3.15 4.59 -2.53
H -1.02 1.43 -4.29
H -0.86 5.12 -1.18
H 3.91 0.33 2.58
H -2.32 4.43 -4.09
H 0.28 2.33 4.18
H 1.61 -2.95 4.23
H -1.40 -6.32 2.22
H -0.51 0.03 3.48
H 0.08 -4.69 3.47
H -3.45 3.17 -3.55
H -0.26 -2.20 -4.64
H 0.34 1.22 -3.16
H -0.53 4.70 4.15
H -0.93 -2.14 -2.26
H 0.56 0.15 2.14
H 3.86 -1.55 -3.50
H -1.18 -0.59 -0.70
H 0.42 3.96 -0.80
H 3.19 -1.49 -1.11
H 3.16 -0.99 4.54
H -2.22 4.07 0.25
H -1.86 -5.99 -0.20
H 2.15 -1.99 -5.26
H 2.88 -0.05 0.32
H -1.40 -1.46 1.65
H -2.46 -0.04 1.82
*
```

=====

No. 3
This record from the OMol25 dataset describes a structure of composition C5H6N2O3 in a non-equilibrium geometry. The level of theory is the ωB97M-V functional and the def2-TZVPD basis.

Results
Energy relative to the best compared isomer or geometry (same formula, charge and spin) in eV: 2.3268
Max |F| in eV/Å: 5.980
Energy in Ha: -529.285247

Structure (ORCA input):
```
! RIJCOSX wB97M-V def2-TZVPD def2/J DEFGRID3
* xyz 0 1
O -0.63 2.23 0.34
O 2.08 0.98 -1.01
O -2.14 0.63 -0.02
N 2.29 -0.22 0.67
N -0.33 -2.45 -0.15
C -0.86 1.09 -0.01
C 1.50 0.02 -0.39
C -0.71 -1.18 -0.19
C 0.04 -0.03 -0.26
C -2.15 -0.79 -0.07
H -2.73 -1.13 -0.93
H 3.06 0.71 0.15
H -1.02 -3.19 -0.23
H 0.62 -2.72 0.06
H -2.60 -1.19 0.85
H 1.92 -0.86 1.36
*
```